{
  "formula": "C3H4OSi",
  "method": "the ωB97M-V functional and the def2-TZVPD basis",
  "spin_multiplicity": 1,
  "e_tot_ev": -13095.6444,
  "species": ["H", "C", "H", "O", "Si", "C", "H", "H", "C"],
  "xyz": [[-1.79687, 0.43478, -0.18585], [1.15696, -0.49317, 0.12810], [1.42228, 3.04784, -0.73126], [1.81419, -1.41229, 0.48460], [-1.37324, -0.99640, 0.06988], [1.32394, 0.85856, -0.08741], [-2.14341, -1.31465, 1.46902], [-1.90487, -2.13625, -0.75901], [1.50102, 2.01159, -0.38807]],
  "forces_ev_per_angstrom": [[-0.116, -0.688, -0.394], [-3.654, -2.809, 0.933], [0.309, -0.955, 0.456], [0.831, 0.537, -0.278], [0.553, 0.723, 1.733], [1.063, 1.358, -0.444], [1.333, 0.341, -1.387], [0.408, 0.624, -0.176], [-0.728, 0.868, -0.444]]
}

---

{
  "formula": "C35H44NO5P",
  "method": "the ωB97M-V functional and the def2-TZVPD basis",
  "smiles": "CC(=O)NCCCCP(COC(C)=O)CC(=O)O.c1ccccc1.c1ccccc1.c1ccccc1.c1ccccc1",
  "spin_multiplicity": 1,
  "e_tot_ev": -58021.8346,
  "species": ["H", "H", "H", "C", "C", "H", "H", "C", "C", "P", "H", "C", "H", "H", "C", "C", "C", "C", "C", "H", "H", "C", "H", "C", "H", "C", "H", "H", "H", "H", "C", "C", "C", "C", "C", "H", "H", "H", "H", "H", "O", "H", "H", "O", "C", "C", "O", "C", "C", "H", "H", "H", "C", "C", "O", "C", "H", "H", "H", "C", "C", "H", "C", "C", "H", "O", "H", "H", "H", "C", "H", "C", "H", "C", "H", "N", "H", "H", "C", "H", "H", "H", "H", "C", "H", "C"],
  "xyz": [[6.19019, -1.98475, 1.65675], [-3.04230, -0.05857, 3.97801], [-9.70857, 0.05796, 2.61200], [5.07142, -0.23957, -1.35981], [-7.90047, 2.24687, 1.00510], [9.52219, -3.28174, -0.71363], [-11.92141, -0.89308, 2.03678], [6.82839, -3.43747, -4.23541], [1.41356, 1.10154, -1.65068], [1.74702, 2.22141, -0.15846], [-1.96784, 1.40638, 3.66211], [8.60153, -4.78645, 0.51547], [-0.75914, 1.83038, -2.02991], [9.37666, -1.70937, -2.80745], [-1.74436, -0.21775, 2.08567], [7.86871, -2.49296, 0.41143], [1.17642, 4.00276, -0.46793], [-2.00732, 0.25760, 3.61259], [3.66656, 2.36211, -0.11859], [6.49473, -3.62576, -6.35125], [5.93748, -0.98260, -1.34174], [-5.72859, 1.53035, 1.76498], [-2.69638, 1.38251, 1.37102], [-6.03450, 0.22074, 1.40719], [7.97194, -1.49017, 0.00753], [1.60293, 4.57620, -1.91412], [-1.23338, -0.19824, 4.31011], [2.01590, 1.45739, -2.57147], [5.95561, -4.27177, 2.57754], [7.48967, -6.06869, 1.83544], [5.31988, 0.77933, -0.14399], [-0.13832, 0.87209, -1.97976], [7.59791, -5.06471, 1.43843], [-10.52804, 1.63812, 3.81636], [-10.61202, 0.51699, 2.99632], [7.41378, -3.08962, -2.19643], [-9.17621, 0.70490, 0.21942], [-6.42416, 3.56318, 1.84735], [4.01043, 3.39324, 0.22322], [-13.83689, 2.16747, 4.35221], [0.65641, 4.61225, -2.98069], [1.85326, 0.06615, -1.38358], [5.96404, -4.03566, -3.96716], [-1.42587, -1.40758, 1.83514], [8.23151, -2.43394, -5.91852], [-8.20886, 0.93627, 0.65215], [6.46102, 1.18905, 0.14643], [-12.93244, 1.70248, 3.97488], [-0.79261, -0.25143, -0.99374], [-4.76138, 1.76202, 2.19968], [-0.18856, 0.40505, -3.03652], [9.89782, -1.28629, -5.19127], [6.73368, -4.05608, 1.85318], [-6.66224, 2.54262, 1.56587], [4.22263, 1.26265, 0.67494], [7.12547, -3.20525, -5.57516], [3.98340, 2.26653, -1.22945], [-1.02543, -1.23017, -1.55742], [-5.30540, -0.56830, 1.56015], [7.64121, -2.90318, -3.24031], [-11.85594, -0.01524, 2.67153], [4.94587, 0.29869, -2.35971], [-13.01629, 0.57802, 3.15923], [9.03892, -1.89204, -4.92332], [0.06840, 4.13602, -0.24175], [2.76342, 5.03311, -2.09810], [4.09826, -0.80141, -1.14600], [9.27717, -5.57231, 0.19472], [8.46393, -2.25430, -6.96312], [-7.27642, -0.07644, 0.85477], [-7.51773, -1.09842, 0.58109], [-2.12834, 0.30731, -0.28885], [1.73744, 4.67188, 0.28878], [6.86712, -2.77033, 1.33716], [0.58663, 3.68097, -3.29162], [-1.86141, 0.84917, 1.07753], [0.00941, -0.54208, -0.21719], [-13.98619, 0.16438, 2.90407], [-11.68806, 2.22918, 4.30707], [-2.99534, -0.43990, -0.27767], [-2.48870, 1.18899, -0.94484], [-9.55790, 2.05096, 4.07273], [-11.62237, 3.10187, 4.94857], [8.73835, -3.49962, 0.00388], [-8.62589, 3.03694, 0.84380], [8.74494, -2.12884, -3.58379]],
  "forces_ev_per_angstrom": [[0.070, -0.038, -0.007], [1.366, 0.243, -0.712], [-0.083, 0.037, 0.091], [-0.852, 0.050, 1.223], [0.054, -0.071, 0.012], [-0.051, -0.031, 0.047], [0.004, 0.070, 0.054], [0.084, 0.069, -0.072], [0.359, -0.049, -0.987], [0.146, -0.443, 1.180], [0.064, -1.739, 0.015], [-0.041, 0.069, 0.012], [0.933, -1.201, 0.330], [-0.047, -0.016, -0.052], [0.666, -1.647, 0.383], [-0.011, -0.027, 0.041], [0.370, 1.397, -1.234], [-0.044, 0.571, -0.730], [-0.580, 0.551, -1.786], [0.054, 0.034, 0.055], [-1.160, 1.222, -0.270], [-0.105, -0.077, -0.093], [0.827, 0.071, -0.161], [0.005, 0.072, 0.018], [0.005, -0.033, 0.080], [3.124, 1.525, 0.110], [-0.969, 0.584, -1.107], [-1.015, -0.476, 1.168], [0.055, 0.017, -0.062], [0.015, 0.088, -0.027], [3.109, 1.200, 0.934], [0.148, -1.320, -0.633], [0.005, 0.078, -0.020], [-0.078, -0.028, -0.023], [-0.108, -0.013, 0.082], [0.010, -0.008, -0.123], [0.081, 0.033, 0.032], [-0.021, -0.083, -0.033], [-0.402, -1.469, -0.164], [0.069, -0.042, -0.020], [1.260, -1.209, 1.440], [-0.591, 1.705, -0.255], [0.073, 0.030, -0.012], [-1.051, 3.986, 0.423], [-0.020, -0.003, 0.067], [0.165, 0.045, -0.043], [-3.854, -1.731, -1.094], [0.069, -0.063, -0.036], [0.131, 0.256, 0.292], [-0.089, 0.006, 0.040], [0.142, 0.941, 1.519], [-0.060, -0.049, 0.018], [0.055, 0.013, -0.084], [-0.003, -0.025, -0.021], [0.851, -0.039, -2.632], [0.036, 0.029, 0.079], [-0.178, 0.208, 1.711], [0.286, 1.699, 0.711], [-0.051, 0.032, 0.001], [-0.061, 0.029, -0.076], [0.002, 0.081, 0.044], [0.478, -0.675, 1.481], [0.065, 0.057, 0.022], [-0.059, -0.055, 0.032], [1.400, -0.431, -0.573], [-4.606, -1.863, 0.682], [1.356, 0.711, -0.346], [-0.054, 0.064, 0.026], [-0.021, -0.010, 0.092], [-0.001, 0.069, -0.016], [0.033, 0.086, 0.019], [0.128, 0.189, -1.326], [-0.739, -1.245, -1.185], [0.031, -0.063, -0.053], [-0.216, 0.748, 0.183], [-1.275, -2.349, 1.134], [-1.508, 0.544, -0.988], [0.076, 0.034, 0.018], [0.000, -0.049, -0.060], [1.396, 0.727, 0.027], [0.473, -1.315, 1.184], [-0.063, -0.040, -0.033], [-0.008, -0.070, -0.058], [-0.036, -0.061, 0.142], [0.045, -0.070, 0.034], [-0.066, -0.043, -0.080]]
}

---

{
  "formula": "C31H21InN7O6S",
  "method": "the ωB97M-V functional and the def2-TZVPD basis",
  "charge": -1,
  "spin_multiplicity": 1,
  "e_tot_ev": -71217.9282,
  "species": ["C", "C", "H", "C", "H", "H", "H", "C", "S", "C", "H", "C", "N", "O", "C", "H", "O", "H", "C", "O", "C", "O", "C", "C", "C", "O", "H", "C", "N", "C", "H", "C", "C", "C", "C", "In", "H", "N", "C", "C", "C", "O", "H", "C", "H", "H", "N", "N", "C", "N", "H", "H", "H", "H", "H", "C", "C", "N", "H", "C", "C", "C", "H", "C", "C", "C", "H"],
  "xyz": [[-2.83541, -2.87704, -0.76040], [-2.40373, -2.14108, 1.46375], [-5.02974, -0.56982, -3.66826], [-3.30452, -2.56483, 0.50856], [-5.44964, 1.40305, -5.09588], [-1.09294, -2.88792, -2.00626], [-3.03862, -0.63635, -2.21231], [0.81627, -1.83420, 4.37915], [2.01517, -1.65155, -2.27434], [4.57044, -0.48623, 2.59424], [-1.93291, 3.26321, -3.53823], [-1.37803, 4.21701, 0.31675], [3.57449, -1.23596, 0.55732], [-0.45739, 2.21376, 2.47311], [-3.72377, 2.45668, -4.39677], [0.34549, 5.26397, 1.09411], [-0.54869, -2.54148, 6.18963], [-3.48495, -3.26700, -1.53040], [-1.12609, 1.26363, -1.98033], [1.61392, -2.10244, 6.60921], [0.59787, -2.18639, 5.92582], [2.34361, 1.19350, 0.62374], [2.21580, -1.32926, 2.50059], [-0.80222, 2.41109, -1.13541], [4.71960, -1.01350, -0.05929], [-0.33627, 0.67173, 0.89093], [-2.72653, -1.87713, 2.45638], [-4.34997, 0.26987, -3.64185], [1.18911, -1.47921, 1.67041], [2.06675, -1.51501, 3.87434], [1.93700, 3.85794, -0.18573], [-4.59426, 1.37932, -4.43523], [0.55480, -1.48557, -3.17332], [-1.05560, -2.02226, 1.12274], [-0.01755, -1.79520, 2.13215], [1.17695, -0.30666, -0.31573], [-1.19721, -2.26668, 3.90256], [0.50032, 2.67694, -1.02049], [-0.02380, 4.47909, 0.45197], [-3.22881, 0.22371, -2.83479], [-1.49500, -2.66079, -1.02888], [2.29340, 2.27914, 2.54359], [-0.32808, -2.20012, -4.84586], [1.72939, 1.69049, 1.63980], [-2.10678, 4.79085, 0.87096], [2.88987, -1.42809, 4.56860], [-0.63210, -2.22320, -0.12686], [-0.25171, 0.31822, -2.07493], [-2.61395, 2.42529, -3.57477], [0.35835, -2.42425, -4.14384], [4.44435, -0.24717, 3.63647], [6.60101, 0.18132, 2.47597], [6.77513, -0.40239, 0.04626], [4.72987, -1.22025, -1.12285], [-4.34963, -2.67805, 0.75409], [3.50084, -1.00462, 1.86761], [-2.34900, 1.30113, -2.79701], [-0.38919, -0.60755, -3.02440], [-2.82706, 2.94501, -0.63247], [5.76423, -0.24744, 1.94145], [0.17943, 1.52682, 1.69540], [0.87051, 3.68341, -0.25140], [-3.90144, 3.32088, -5.02048], [5.85372, -0.54878, 0.59039], [-1.78130, 3.18410, -0.51165], [-0.23796, -1.98943, 3.49113], [1.17416, -2.93626, -4.43873]],
  "forces_ev_per_angstrom": [[0.054, 0.009, 0.079], [0.121, 0.114, -0.006], [-0.052, -0.066, 0.032], [0.153, -0.044, -0.073], [-0.086, -0.004, 0.013], [-0.029, 0.077, -0.063], [0.066, -0.089, 0.007], [-0.007, -0.401, 0.594], [0.258, 0.212, 0.502], [-0.191, -0.083, -0.111], [0.047, 0.081, -0.021], [0.198, 0.061, -0.042], [-0.093, -0.077, 0.088], [0.083, -0.159, -0.073], [-0.108, 0.074, -0.153], [-0.022, 0.013, 0.067], [-0.876, -0.181, 0.165], [-0.043, -0.002, -0.033], [0.256, -0.618, -0.471], [0.787, 0.159, 0.429], [0.221, 0.206, -1.218], [-0.003, -0.661, -0.888], [-0.320, -0.158, 0.683], [0.115, 0.688, 0.394], [0.373, 0.015, -0.078], [-0.017, -0.727, -0.803], [-0.048, -0.056, 0.127], [-0.067, -0.066, -0.036], [0.032, 0.238, -0.371], [-0.147, 0.107, -0.205], [0.044, -0.007, 0.073], [0.038, 0.065, -0.099], [0.136, 0.450, 0.196], [-0.692, -0.344, -0.203], [0.193, -0.050, 0.957], [0.135, -0.186, 0.121], [-0.008, -0.079, 0.010], [-0.121, -0.130, -0.388], [-0.116, -0.010, -0.206], [0.008, 0.104, 0.119], [-0.296, -0.306, -0.327], [-0.063, 0.035, -0.124], [-0.033, 0.055, -0.014], [0.240, 0.579, 1.049], [-0.040, 0.025, 0.001], [0.017, -0.037, 0.022], [0.173, 0.305, 0.300], [0.444, 0.621, 1.110], [0.094, -0.132, 0.160], [0.001, -0.186, -0.218], [0.010, 0.038, 0.105], [0.044, -0.039, -0.003], [0.013, 0.038, -0.071], [0.052, 0.036, -0.072], [-0.105, 0.028, 0.034], [0.639, 0.053, 0.050], [-0.221, 0.031, -0.331], [-0.890, -0.721, -1.235], [-0.066, -0.063, 0.001], [-0.130, -0.076, -0.134], [-0.284, 0.605, 0.893], [0.054, 0.455, 0.069], [-0.048, 0.073, -0.030], [0.019, 0.083, 0.018], [0.141, -0.194, -0.026], [0.077, 0.193, -0.358], [-0.113, 0.023, 0.012]]
}

---

{
  "formula": "H31O16",
  "method": "the ωB97M-V functional and the def2-TZVPD basis",
  "charge": -1,
  "spin_multiplicity": 1,
  "e_tot_ev": -33265.7178,
  "species": ["O", "H", "O", "H", "O", "H", "H", "H", "O", "O", "O", "H", "H", "O", "H", "O", "H", "O", "O", "O", "H", "H", "O", "H", "H", "H", "H", "H", "H", "H", "H", "H", "H", "H", "H", "H", "O", "H", "H", "H", "H", "H", "O", "H", "O", "H", "O"],
  "xyz": [[2.99453, -3.32224, 2.97788], [1.21486, 5.69890, 2.24046], [-1.07708, -2.24812, 0.05152], [3.51113, -2.01010, -0.99300], [-2.10744, -0.70644, -1.52570], [-1.47408, -1.73734, -0.80409], [3.00281, 0.83852, 0.61312], [-3.37533, -1.74797, -1.63972], [-4.50102, -0.18363, 2.03040], [0.66331, -0.40559, -0.34760], [-0.92471, 3.13901, -2.27228], [-1.95711, -0.47271, 1.76895], [-3.49788, -3.30180, -2.05124], [3.06520, -1.22828, -1.35121], [4.15136, 2.86006, -2.74694], [0.67999, 3.31583, 0.00487], [-1.32057, 3.67693, -1.58380], [1.06118, 0.47440, 2.17665], [-1.62678, -5.38202, -1.91734], [-1.55068, -1.07900, 2.40596], [2.22862, -1.34648, -0.84061], [4.71420, 1.55577, -2.04853], [-3.82739, -2.42140, -2.24186], [0.30453, -0.08017, 1.95979], [2.29429, -2.83564, 2.51905], [-4.15902, 0.61932, 2.44156], [0.03324, 2.60766, -0.09658], [2.01902, 0.81180, -0.49521], [0.06023, -1.19417, -0.10967], [-1.25920, -5.75644, -1.11932], [1.81440, 4.32099, 2.08803], [-2.90949, 1.52343, 0.21219], [-1.97185, 0.50565, -0.58805], [0.42254, -0.24150, -1.26907], [-1.09080, 2.22143, -2.03806], [-1.33276, -2.15818, 0.97612], [4.91578, 2.29704, -2.62592], [-1.83774, -1.00255, 3.31362], [1.49704, 2.91866, -0.35052], [1.19833, 0.93566, 1.34413], [-1.50196, -4.43884, -2.03060], [-1.98024, -0.63701, -2.47558], [-1.99245, 1.30429, 0.04424], [-4.99770, 0.17512, 1.28672], [2.71234, 1.39659, -0.11946], [2.71370, -3.13914, 3.88352], [1.88596, 5.12619, 2.61991]],
  "forces_ev_per_angstrom": [[-0.686, 0.374, 0.261], [-0.038, -0.001, -0.054], [1.419, -1.158, -0.961], [0.544, 0.206, -0.474], [0.531, 0.286, -0.079], [-0.854, 0.479, 1.426], [0.294, 0.192, -0.003], [0.020, -0.857, -0.908], [-0.033, 0.488, 0.007], [-0.004, -0.344, -0.594], [-0.027, 0.053, -0.866], [-0.406, 0.315, 0.611], [0.054, 0.075, 0.305], [-0.401, -1.254, 0.924], [-0.334, -0.310, 0.365], [0.477, 0.018, 0.154], [0.079, -0.215, 0.209], [0.107, -0.030, 0.332], [-0.704, -0.761, -1.044], [0.864, -0.529, -0.361], [0.122, 0.872, -0.594], [-0.626, 0.209, 0.104], [-0.501, 0.293, 0.213], [-0.147, -0.103, 0.266], [0.266, -0.092, -0.424], [0.077, -0.125, 0.158], [-0.212, 0.021, 0.166], [0.555, 0.247, 0.132], [0.040, 0.244, 0.070], [0.264, 0.790, 0.291], [-0.084, 0.021, -0.004], [-0.112, -0.083, -0.238], [-0.430, 0.105, -0.090], [-0.281, -0.045, 0.062], [-0.303, 0.069, 0.285], [-0.660, 0.325, -0.419], [0.880, 0.072, -0.409], [-0.486, 0.510, -0.153], [-0.293, 0.239, 0.390], [-0.006, 0.257, 0.059], [0.464, 0.077, 0.792], [-0.108, -0.019, -0.009], [0.539, 0.034, 0.371], [-0.067, -0.312, -0.151], [-0.235, -0.312, -0.208], [0.403, -0.221, 0.129], [0.039, -0.102, -0.041]]
}